Entry 1:
119
Properties=species:S:1:pos:R:3:forces:R:3 method="wB97M-V/def2-TZVPD" charge=+4 lumo_ev=-11.249 gap_ev=5.7
Hf 0.4047 0.2042 -0.6481 0.4 0.2 -0.9
C -4.4904 3.0098 0.5723 0.0 0.0 0.0
C -3.7623 2.3207 1.6832 0.0 0.0 -0.1
C -4.3306 2.0410 2.8968 -0.1 0.0 0.1
C -3.6287 1.3590 3.9302 0.0 0.0 0.1
N -2.3808 0.9964 3.7461 0.0 0.1 -0.1
N -1.8329 1.3129 2.5659 0.2 0.0 -0.1
B -0.3962 0.9911 2.4909 0.2 -0.1 0.4
N -0.0140 -0.3548 2.9910 0.0 0.3 0.0
N 0.6544 -0.2831 4.1508 -0.1 -0.2 0.0
C 0.7348 -1.3888 4.8553 0.0 0.0 0.1
C 0.1432 -2.5856 4.3659 0.1 0.0 0.1
C -0.4852 -2.6533 3.1499 0.0 -0.1 -0.1
C -1.0950 -3.9130 2.6185 0.0 0.1 0.0
C -0.5372 -1.4413 2.4236 -0.1 -0.3 -0.1
S -1.2785 -1.2496 0.8622 0.2 0.3 0.2
C 1.4237 -1.2940 6.2079 0.0 0.0 0.0
C 0.4298 -0.6022 7.1589 0.0 0.0 0.0
C 1.7789 -2.6805 6.7509 0.0 0.0 0.0
C 2.6964 -0.4496 6.0814 0.0 0.0 0.0
N 0.6245 2.0814 2.5381 -0.4 -0.3 0.0
N 0.1661 3.1102 3.2731 0.2 0.0 0.0
C 1.0248 4.0460 3.6032 0.0 0.1 0.0
C 2.3713 3.9623 3.1587 0.0 0.1 0.0
C 2.8175 2.9308 2.3767 0.2 0.0 -0.1
C 4.2314 2.8381 1.8857 -0.1 0.0 0.0
C 1.8574 1.9482 2.0503 0.2 0.0 0.0
S 2.2738 0.5637 1.0522 -0.4 0.1 -0.1
C 0.5548 5.1983 4.4673 0.0 -0.1 0.0
C -0.9104 5.0274 4.8606 0.0 0.0 0.0
C 1.4327 5.2260 5.7313 0.0 0.0 0.0
C 0.7321 6.5031 3.6732 0.0 0.0 0.0
C -2.4237 1.8921 1.5270 -0.1 0.0 -0.1
S -1.5029 2.0594 0.0691 0.1 -0.2 0.2
C -4.2271 1.0306 5.2913 0.0 0.0 -0.1
C -5.7229 1.3425 5.3336 0.0 0.0 0.0
C -3.4907 1.8860 6.3368 0.0 0.0 0.0
C -4.0007 -0.4585 5.5870 0.0 0.0 0.0
H -5.5122 3.2400 0.8636 0.0 0.0 0.0
H -4.5153 2.3800 -0.3189 0.0 0.0 0.0
H -3.9879 3.9407 0.3030 0.0 0.0 0.0
H -5.3589 2.3279 3.0724 0.0 0.0 0.0
H 0.2118 -3.4808 4.9701 0.0 0.0 0.0
H -0.7149 -4.7815 3.1516 0.0 0.0 0.0
H -0.8974 -4.0298 1.5526 0.0 0.0 0.0
H -2.1803 -3.8866 2.7444 0.0 0.0 0.0
H -0.4919 -1.1798 7.2656 0.0 0.0 0.0
H 0.1778 0.3981 6.8000 0.0 0.0 0.0
H 0.8802 -0.5107 8.1477 0.0 0.0 0.0
H 0.8949 -3.2689 7.0046 0.0 0.0 0.0
H 2.3513 -2.5637 7.6703 0.0 0.0 0.0
H 2.3977 -3.2511 6.0538 0.0 0.0 0.0
H 2.4770 0.5561 5.7213 0.0 0.0 0.0
H 3.4187 -0.9170 5.4075 0.0 0.0 0.0
H 3.1641 -0.3629 7.0616 0.0 0.0 0.0
H 3.0610 4.7496 3.4382 0.0 0.0 0.0
H 4.8263 3.6627 2.2708 0.0 0.0 0.0
H 4.2706 2.8626 0.7951 0.0 0.0 0.0
H 4.6936 1.9022 2.2035 0.0 0.0 0.0
H -1.0667 4.1237 5.4532 0.0 0.0 0.0
H -1.5615 4.9835 3.9851 0.0 0.0 0.0
H -1.2124 5.8838 5.4626 0.0 0.0 0.0
H 1.3694 4.2862 6.2840 0.0 0.0 0.0
H 1.0828 6.0231 6.3869 0.0 0.0 0.0
H 2.4817 5.4312 5.5093 0.0 0.0 0.0
H 0.0747 6.5299 2.8017 0.0 0.0 0.0
H 1.7608 6.6534 3.3384 0.0 0.0 0.0
H 0.4767 7.3477 4.3129 0.0 0.0 0.0
H -5.9286 2.4079 5.2096 0.0 0.0 0.0
H -6.1145 1.0566 6.3091 0.0 0.0 0.0
H -6.2850 0.7810 4.5832 0.0 0.0 0.0
H -3.6445 2.9529 6.1590 0.0 0.0 0.0
H -2.4186 1.6790 6.3300 0.0 0.0 0.0
H -3.8797 1.6549 7.3286 0.0 0.0 0.0
H -4.5441 -1.0910 4.8812 0.0 0.0 0.0
H -4.3685 -0.6849 6.5875 0.0 0.0 0.0
H -2.9399 -0.7133 5.5489 0.0 0.0 0.0
S 1.6930 -6.1635 -2.5008 0.0 0.0 -0.1
C 1.4608 -4.5869 -1.8643 -0.1 0.1 -0.1
C 0.6144 -3.7189 -2.5968 0.0 -0.1 0.1
C 0.4047 -2.4510 -2.1395 0.0 -0.1 0.1
N 0.9579 -1.9633 -1.0063 -0.2 0.2 -0.1
C 1.7471 -2.7869 -0.2963 0.0 0.0 0.0
C 2.0228 -4.0760 -0.6824 0.0 0.0 0.1
C 2.8018 -6.9264 -1.3451 0.0 -0.1 0.0
C 4.1470 -6.5886 -1.2974 0.0 0.0 -0.1
C 4.9513 -7.2857 -0.4083 0.1 -0.1 0.1
N 4.5082 -8.2664 0.3798 -0.2 0.2 -0.2
C 3.2214 -8.5946 0.2883 0.1 -0.1 0.1
C 2.3172 -7.9558 -0.5558 0.1 0.1 0.1
H 0.1268 -4.0592 -3.5022 0.0 0.0 0.0
H -0.2556 -1.7812 -2.6878 0.0 0.0 -0.1
H 2.1782 -2.3851 0.6135 0.0 0.0 0.0
H 2.6639 -4.6893 -0.0646 0.0 0.0 0.0
H 4.5703 -5.8332 -1.9477 0.0 0.0 0.0
H 6.0079 -7.0547 -0.3367 0.0 0.0 0.0
H 2.8894 -9.4104 0.9194 0.0 0.0 0.0
H 1.2804 -8.2621 -0.5938 0.0 0.0 0.0
I 1.3214 3.1940 -1.5763 0.0 0.2 0.0
C -0.2044 2.4700 -2.8102 0.0 0.0 -0.1
C -0.7331 3.2542 -3.8147 0.0 0.0 0.0
C -1.7824 2.7286 -4.5596 0.0 0.0 0.0
C -2.2646 1.4607 -4.2609 0.0 0.0 0.0
C -1.6765 0.7510 -3.2363 0.1 0.0 0.0
N -0.6397 1.2364 -2.5264 0.0 -0.1 0.3
H -0.3483 4.2464 -4.0049 0.0 0.0 0.0
H -2.2233 3.3114 -5.3587 0.0 0.0 0.0
H -3.0910 1.0290 -4.8088 0.0 0.0 0.0
H -2.0419 -0.2324 -2.9633 0.0 0.0 0.0
C 3.9287 -0.9490 -3.3956 0.0 -0.1 0.0
S 2.6927 0.3154 -3.5334 0.4 0.4 0.1
C 1.7149 -0.3521 -4.8493 -0.1 -0.1 -0.1
O 1.8571 0.1565 -2.2482 -0.6 -0.3 0.6
H 3.4434 -1.9112 -3.2287 0.1 0.0 0.0
H 4.5839 -0.6790 -2.5694 0.0 0.0 0.0
H 4.4987 -0.9492 -4.3267 0.0 0.0 0.0
H 2.3542 -0.3622 -5.7347 0.0 0.0 0.0
H 0.8743 0.3177 -5.0245 0.0 0.0 0.0
H 1.3926 -1.3616 -4.5981 0.0 0.0 -0.1

***

Entry 2:
54
Properties=species:S:1:pos:R:3:forces:R:3 method="wB97M-V/def2-TZVPD" charge=0 lumo_ev=-0.563 smiles="Clc1ccc(P(c2ccc(Cl)cc2)c2ccc(Cl)cc2)cc1.Cc1ccc(S(=O)(=O)N=C=O)cc1" gap_ev=7.6
Cl 6.9187 -0.9085 2.3846 0.4 -0.1 0.1
C 5.2519 -0.6815 2.0476 -1.1 0.0 -0.2
C 4.6400 -1.4219 1.0236 0.0 0.3 0.3
C 3.2873 -1.2271 0.7476 0.0 0.3 0.4
C 2.5338 -0.3203 1.5171 0.1 -0.1 0.3
P 0.7194 -0.2539 1.2596 0.1 -0.5 0.5
C 0.0918 -1.6394 2.2822 0.2 0.0 0.4
C -1.2882 -1.9132 2.2544 0.5 -0.1 0.3
C -1.8320 -2.8468 3.1338 0.3 -0.1 0.1
C -0.9865 -3.5372 4.0158 0.4 0.8 -0.6
Cl -1.6482 -4.7081 5.0832 -0.2 -0.3 0.3
C 0.3881 -3.2816 4.0436 -0.3 0.0 -0.3
C 0.9263 -2.3400 3.1654 -0.6 -0.1 0.1
C 0.2587 1.2156 2.2660 0.1 0.1 0.2
C 0.4451 2.4970 1.7141 -0.1 -0.2 0.3
C 0.2531 3.6358 2.4932 -0.1 -0.2 0.3
C -0.1430 3.4966 3.8322 0.2 -0.8 -0.6
Cl -0.3823 4.8949 4.7983 0.0 0.3 0.2
C -0.3283 2.2309 4.3962 0.0 0.1 -0.4
C -0.1392 1.0948 3.6068 0.1 0.5 -0.2
C 3.1632 0.4220 2.5286 0.3 -0.4 -0.2
C 4.5183 0.2356 2.8061 -0.1 -0.2 -0.4
H 5.2213 -2.1516 0.4658 -0.1 0.2 0.1
H 2.8044 -1.7934 -0.0509 0.1 0.1 0.2
H -1.9356 -1.3752 1.5611 0.1 -0.1 0.2
H -2.9028 -3.0328 3.1535 0.2 -0.1 0.0
H 1.0259 -3.8008 4.7517 -0.1 0.0 -0.1
H 1.9916 -2.1333 3.1984 -0.1 0.0 0.0
H 0.7562 2.6010 0.6747 -0.1 0.0 0.2
H 0.4249 4.6268 2.0804 -0.1 -0.2 0.1
H -0.5998 2.1332 5.4429 0.0 0.1 -0.2
H -0.2712 0.1156 4.0569 0.0 0.1 -0.1
H 2.5978 1.1285 3.1289 0.1 -0.1 -0.1
H 4.9944 0.7859 3.6117 0.0 -0.1 -0.2
C -1.0260 -7.6367 -4.4489 -0.1 -0.2 -0.1
C -0.8882 -6.1490 -4.3127 0.0 0.2 -0.1
C 0.3862 -5.5793 -4.2351 0.1 0.3 0.0
C 0.5403 -4.2167 -3.9970 0.1 -0.1 0.3
C -0.5983 -3.4363 -3.7962 0.1 0.3 0.1
S -0.4280 -1.6871 -3.4051 0.3 1.0 1.0
N 0.0511 -1.5093 -1.5262 -0.4 -0.8 -2.0
C -0.0077 -0.3245 -1.1925 -0.7 3.2 -0.6
O -0.1488 0.8696 -1.1108 0.1 -2.7 -0.9
O 0.7079 -1.1730 -4.1252 -0.5 -0.4 0.6
O -1.7215 -1.0636 -3.4987 0.6 -0.5 0.0
C -1.8686 -3.9477 -4.0574 -0.1 0.1 0.3
C -2.0076 -5.3106 -4.3068 0.1 0.0 0.0
H -2.0754 -7.9260 -4.5196 0.1 0.0 0.0
H -0.5060 -7.9902 -5.3447 -0.1 0.0 0.1
H -0.5885 -8.1694 -3.5943 -0.1 0.2 -0.1
H 1.2677 -6.2119 -4.3741 -0.3 0.2 0.1
H 1.5260 -3.7562 -3.9620 -0.2 -0.1 0.1
H -2.7276 -3.2799 -4.0663 0.2 -0.2 0.2
H -2.9962 -5.7330 -4.5065 0.3 0.2 0.2

***

Entry 3:
18
Properties=species:S:1:pos:R:3:forces:R:3 method="wB97M-V/def2-TZVPD" charge=+1 lumo_ev=-2.942 gap_ev=12.1
O 1.7490 0.0494 -1.0365 -0.2 0.2 -0.1
C 1.8059 -0.0420 0.3871 1.1 -0.3 -0.8
C 0.4762 0.4666 0.8744 -0.1 0.1 -1.5
N -0.6313 -0.2541 0.1195 0.2 -1.5 1.8
C -1.3910 -1.2654 0.9456 1.0 0.4 0.6
H 2.6128 0.0259 -1.4655 0.0 -0.1 0.3
H 2.0764 -1.0733 0.6413 -0.6 -0.1 0.3
H 2.6239 0.5490 0.8020 -0.2 0.3 0.1
H 0.3696 1.4875 0.5270 0.1 0.3 0.6
H 0.4145 0.3016 1.9145 -0.6 0.2 1.2
H -0.0585 -0.7735 -0.5436 -0.7 0.3 -1.1
H -1.3381 0.3815 -0.2714 0.8 0.1 -0.8
H -0.6657 -1.7613 1.5851 0.0 -0.1 0.1
H -1.8476 -2.0230 0.3292 -0.4 0.1 -0.3
H -2.0769 -0.7006 1.5681 -0.3 -0.3 0.0
H -1.1236 2.2370 -2.0094 1.2 2.6 -0.4
H -1.4423 0.9356 -2.5882 -0.3 -0.1 0.2
O -1.5534 1.4593 -1.7792 -1.0 -2.4 0.0

***

Entry 4:
19
Properties=species:S:1:pos:R:3:forces:R:3 method="wB97M-V/def2-TZVPD" charge=0 lumo_ev="-2.499 / -2.494" gap_ev="6.4 / 6.4"
C 0.3179 3.3706 -0.2040 0.5 0.8 0.7
C -0.1718 -1.5836 -0.9432 -0.8 1.7 -1.5
C 0.6567 -1.7315 1.4156 0.6 0.9 -2.0
C -1.0532 0.0017 0.6478 -2.0 -1.8 1.0
C 0.3277 2.5156 -1.3418 2.9 -2.5 0.5
C 0.1938 -0.7529 0.2907 -0.1 -0.8 -1.0
N 0.3932 3.9909 0.7774 -0.2 -0.6 -1.2
F 1.1711 2.6752 -2.3799 -1.4 0.4 1.5
F -0.7590 1.9068 -1.6622 -0.7 0.4 -0.8
S 1.6307 0.2980 0.0378 -0.7 2.1 -1.1
H -0.4051 -0.9896 -1.9279 0.0 -0.7 2.1
H 0.6259 -2.1867 -1.2541 1.2 -1.2 -0.2
H -1.0208 -2.1796 -0.6231 -0.2 -0.3 -0.5
H 1.3793 -1.1671 1.9494 0.9 -0.1 1.0
H 1.0601 -2.6463 0.9819 0.2 0.1 0.1
H -0.1258 -1.9523 2.0565 -1.7 -0.5 1.2
H -1.8857 -0.8823 0.7929 1.7 2.5 0.1
H -0.9129 0.6531 1.5028 -0.2 -0.3 0.6
H -1.4220 0.6599 -0.1166 -0.1 -0.2 -0.5

***

Entry 5:
13
Properties=species:S:1:pos:R:3:forces:R:3 method="wB97M-V/def2-TZVPD" charge=0 lumo_ev=0.997 smiles=C[C@@H]1O[C@@H]1C gap_ev=10.5
C 0.2682 -0.6474 1.7537 0.1 0.3 0.3
C -0.1050 -0.1255 -0.8254 -0.6 0.4 -0.2
C 0.3294 1.1524 -1.4592 0.2 0.2 0.2
C -0.5096 -0.5814 0.4936 0.6 -0.8 0.1
O -1.3494 0.4158 0.0405 0.0 -0.7 -1.3
H 0.8897 0.2297 1.9276 0.0 0.0 0.0
H -0.4178 -0.7947 2.5874 0.1 0.0 0.2
H 0.9043 -1.5376 1.6519 -0.1 0.3 0.2
H -0.0474 -0.9763 -1.5323 -1.4 0.6 -0.2
H -0.4900 1.3322 -2.1764 0.4 0.2 0.1
H 1.2558 1.1034 -2.0385 0.0 0.0 0.3
H 0.3061 1.9515 -0.7208 0.3 0.1 -0.2
H -1.0343 -1.5223 0.2978 0.3 -0.5 0.5